Entry 1:
H8O4 | the ωB97M-V functional and the def2-TZVPD basis

## Properties
strongest force on any atom	0.31	eV Å⁻¹
E_tot	-8319.5042	eV
HOMO	-11.5928	eV
gap between HOMO and LUMO	11.8	eV
ΔE to the lowest compared entry with this formula, charge and spin	1.172	eV
SMILES string	O.O.O.O

ORCA input file:
```
! wB97M-V def2-TZVPD RIJCOSX def2/J DEFGRID3
* xyz 0 1
O -19.43 -8.20 7.75
H -19.85 -8.92 8.22
H -18.61 -8.05 8.23
O -19.15 -9.21 3.31
H -18.24 -8.95 3.46
H -19.60 -8.97 4.12
O -23.54 -7.72 9.53
H -23.20 -7.15 8.84
H -23.48 -8.60 9.17
O -15.72 -4.53 7.31
H -16.38 -5.16 7.00
H -14.91 -5.03 7.33
*
```


Entry 2:
C51H45N6O7P2RbTe | the ωB97M-V functional and the def2-TZVPD basis

## Properties
strongest force on any atom	2.54	eV Å⁻¹
E_tot	-103415.1383	eV
HOMO	-2.3719	eV
gap between HOMO and LUMO	5.7	eV
ΔE to the lowest compared entry with this formula, charge and spin	2.281	eV

ORCA input file:
```
! wB97M-V def2-TZVPD RIJCOSX def2/J DEFGRID3
* xyz -2 1
Rb 13.09 10.41 13.39
O 15.39 10.96 17.43
C 15.07 10.31 16.37
N 15.51 10.36 15.17
C 16.47 11.28 14.84
C 17.79 11.00 15.15
C 18.84 11.85 14.73
C 18.52 13.04 14.11
C 17.19 13.35 13.80
C 16.13 12.44 14.11
N 14.84 12.64 13.59
C 14.45 13.83 13.30
O 14.86 14.97 13.65
C 13.20 13.96 12.39
C 12.83 15.24 12.01
C 11.75 15.41 11.17
C 11.07 14.29 10.76
C 11.51 13.01 11.20
N 12.58 12.89 11.97
C 13.85 9.41 16.54
C 13.73 8.14 16.15
C 12.49 7.47 16.39
C 11.37 7.99 16.96
C 11.42 9.43 17.39
N 12.77 10.05 17.17
H 18.05 10.07 15.69
H 19.85 11.63 14.98
H 19.21 13.80 13.77
H 16.90 14.29 13.36
H 13.42 16.03 12.38
H 11.51 16.39 10.84
H 10.22 14.30 10.11
H 11.00 12.08 10.87
H 14.57 7.58 15.71
H 12.46 6.44 16.10
H 10.40 7.49 16.94
H 10.62 9.97 16.88
N 13.32 11.72 19.06
P 12.87 13.28 19.50
C 13.58 13.43 21.25
C 12.87 14.21 22.18
C 13.11 14.17 23.57
C 14.13 13.35 24.03
C 14.89 12.60 23.12
C 14.61 12.60 21.74
C 13.93 14.39 18.46
C 15.09 14.10 17.74
C 15.63 14.95 16.78
C 15.01 16.15 16.58
C 13.86 16.47 17.27
C 13.36 15.65 18.24
P 12.29 10.36 18.75
C 12.86 9.09 19.97
C 14.26 9.11 20.22
C 14.86 8.09 20.93
C 14.10 7.06 21.41
C 12.74 7.00 21.19
C 12.11 7.98 20.41
C 10.82 11.15 19.50
C 9.84 11.84 18.76
C 8.94 12.65 19.43
C 8.96 12.77 20.82
C 9.95 12.10 21.53
C 10.85 11.31 20.86
H 14.23 11.52 18.59
H 12.05 14.78 21.78
H 12.48 14.71 24.26
H 14.37 13.31 25.10
H 15.68 11.94 23.44
H 15.13 11.97 20.98
H 15.57 13.09 17.80
H 16.47 14.62 16.16
H 15.37 16.82 15.83
H 13.30 17.37 16.98
H 12.47 15.94 18.81
H 14.82 9.92 19.75
H 15.91 8.11 21.09
H 14.63 6.29 22.02
H 12.09 6.19 21.56
H 11.05 7.87 20.20
H 9.74 11.80 17.65
H 8.22 13.18 18.81
H 8.18 13.33 21.27
H 10.01 12.25 22.60
H 11.69 10.94 21.48
O 10.46 9.41 12.70
H 9.90 8.89 12.04
H 10.51 8.82 13.49
C 10.84 16.02 14.79
Te 10.10 14.01 14.77
C 8.15 14.57 15.50
H 10.41 16.62 15.63
H 10.66 16.57 13.88
H 11.89 15.94 15.06
H 7.62 15.13 14.76
H 8.30 15.08 16.41
H 7.59 13.63 15.56
O 7.52 7.19 9.71
C 8.47 7.81 10.23
O 8.93 7.72 11.38
C 9.17 8.84 9.33
C 8.36 9.61 8.54
C 8.91 10.55 7.66
C 10.28 10.61 7.42
C 11.06 9.77 8.21
C 10.54 8.93 9.16
N 12.50 9.78 7.92
O 12.86 10.20 6.83
O 13.23 9.22 8.70
H 7.29 9.53 8.59
H 8.27 11.16 7.06
H 10.75 11.24 6.73
H 11.23 8.40 9.82
*
```


Entry 3:
C4H8O2 | the ωB97M-V functional and the def2-TZVPD basis

## Properties
strongest force on any atom	2.02	eV Å⁻¹
E_tot	-8370.5368	eV
HOMO	-9.5975	eV
gap between HOMO and LUMO	10.4	eV
ΔE to the lowest compared entry with this formula, charge and spin	2.745	eV

ORCA input file:
```
! wB97M-V def2-TZVPD RIJCOSX def2/J DEFGRID3
* xyz 0 1
O -1.66 -1.47 0.28
C -0.63 -0.68 0.86
C 0.58 -0.22 -0.04
C 0.01 0.30 -1.33
O -0.01 1.64 -0.80
C 0.89 1.26 0.25
H -1.59 -2.41 0.48
H 0.03 -1.18 1.54
H -1.16 0.21 1.22
H 1.46 -0.89 -0.07
H 0.65 0.20 -2.22
H -0.98 -0.12 -1.51
H 1.92 1.60 0.04
H 0.60 1.64 1.24
*
```


Entry 4:
C23H25BrN5OOsS2 | the ωB97M-V functional and the def2-TZVPD basis

## Properties
strongest force on any atom	6.25	eV Å⁻¹
E_tot	-127903.1313	eV
HOMO (alpha / beta)	-15.1690 / -15.1321	eV
gap between HOMO and LUMO (alpha / beta)	5.7 / 2.9	eV
<S²>	6.04

ORCA input file:
```
! wB97M-V def2-TZVPD RIJCOSX def2/J DEFGRID3
* xyz 3 5
Os -0.63 -0.35 0.87
C -0.85 6.32 -0.25
C -1.12 4.74 -0.07
N -0.09 3.80 -0.83
C 0.76 4.28 -1.79
C 2.17 4.69 -1.32
C -0.02 2.53 -0.42
S -1.22 1.97 0.70
N 1.15 1.86 -0.99
C 1.44 0.63 -1.04
O 0.63 -0.33 -0.65
C 2.56 0.12 -1.97
C 3.49 1.08 -2.47
C 4.43 0.59 -3.42
C 4.99 -0.70 -3.43
C 3.96 -1.68 -2.83
C 2.83 -1.21 -2.05
H 0.04 6.65 0.38
H -1.64 6.88 0.20
H -0.77 6.77 -1.26
H -2.13 4.31 -0.25
H -0.80 4.44 0.95
H 0.35 5.14 -2.30
H 0.96 3.51 -2.51
H 2.17 5.62 -0.72
H 2.76 4.90 -2.24
H 2.53 4.04 -0.52
H 3.35 2.19 -2.48
H 4.97 1.40 -3.90
H 5.92 -1.10 -3.69
H 4.12 -2.67 -3.30
H 2.55 -1.92 -1.29
Br -0.25 0.71 3.82
C -1.99 0.04 3.53
C -2.94 -0.06 4.54
C -4.13 -0.60 4.22
C -4.38 -1.04 2.94
C -3.44 -0.87 1.95
N -2.26 -0.27 2.26
H -2.68 0.09 5.58
H -4.83 -0.62 5.01
H -5.30 -1.50 2.61
H -3.51 -1.18 0.92
N -1.99 -6.85 -0.22
C -0.87 -6.63 0.47
S 0.36 -7.62 1.08
C -0.71 -5.18 0.61
C -0.71 -4.65 1.85
C -0.56 -3.24 2.06
N -0.50 -2.41 0.93
C -0.61 -2.98 -0.33
C -0.64 -4.34 -0.45
H -1.98 -7.88 -0.44
H -2.38 -6.18 -0.86
H -0.71 -5.41 2.60
H -0.55 -2.82 3.01
H -0.58 -2.40 -1.28
H -0.74 -4.65 -1.50
*
```


Entry 5:
CHF4GaNO5S2 | the ωB97M-V functional and the def2-TZVPD basis

## Properties
strongest force on any atom	6.79	eV Å⁻¹
E_tot	-97679.8172	eV
HOMO	-15.8542	eV
gap between HOMO and LUMO	6.9	eV
ΔE to the lowest compared entry with this formula, charge and spin	0.000	eV

ORCA input file:
```
! wB97M-V def2-TZVPD RIJCOSX def2/J DEFGRID3
* xyz 1 1
N 0.95 -0.20 -1.16
S 1.88 1.04 -0.32
O 3.26 0.53 -0.47
O 1.60 2.30 -1.05
S -0.47 -0.65 -0.95
O -0.50 -2.20 -0.18
O -1.24 -1.11 -2.10
C -1.63 0.68 -0.26
F -1.02 1.40 0.68
F -2.00 1.49 -1.23
F -2.68 0.07 0.24
F 0.82 -2.53 0.19
Ga 0.91 0.92 1.88
O -0.08 -0.41 2.34
H 0.19 -1.33 2.37
*
```


Entry 6:
C5H11N | the ωB97M-V functional and the def2-TZVPD basis

## Properties
strongest force on any atom	1.23	eV Å⁻¹
E_tot	-6849.6586	eV
HOMO	-6.4706	eV
gap between HOMO and LUMO	7.4	eV
ΔE to the lowest compared entry with this formula, charge and spin	3.870	eV

ORCA input file:
```
! wB97M-V def2-TZVPD RIJCOSX def2/J DEFGRID3
* xyz 0 1
C 1.40 0.55 0.36
C 1.09 1.65 1.33
C -2.01 -1.12 -0.52
C 0.36 -0.15 -0.34
N 0.74 -0.89 -1.47
C -0.97 -0.27 0.14
H 1.52 -0.48 -1.97
H -0.01 -1.14 -2.09
H 2.42 0.37 0.05
H 0.54 -0.67 0.82
H -1.25 0.34 0.99
H 1.98 2.26 1.50
H 0.29 2.32 0.98
H 0.77 1.28 2.31
H -1.69 -2.16 -0.65
H -2.92 -1.14 0.07
H -2.29 -0.75 -1.52
*
```


Entry 7:
C14H37N5O6Pd | the ωB97M-V functional and the def2-TZVPD basis

## Properties
strongest force on any atom	2.93	eV Å⁻¹
E_tot	-38331.2191	eV
HOMO (alpha / beta)	-6.8751 / -7.0996	eV
gap between HOMO and LUMO (alpha / beta)	7.2 / 7.4	eV
ΔE to the lowest compared entry with this formula, charge and spin	0.000	eV
<S²>	2.00

ORCA input file:
```
! wB97M-V def2-TZVPD RIJCOSX def2/J DEFGRID3
* xyz 0 3
Pd -18.28 12.32 18.78
C -16.15 13.31 22.13
C -17.41 12.44 22.05
C -18.55 13.11 22.82
O -17.74 11.93 20.85
H -16.24 14.34 21.78
H -15.34 12.84 21.56
H -15.73 13.36 23.14
H -17.12 11.58 22.69
H -19.31 12.32 22.97
H -19.12 13.88 22.30
H -18.31 13.43 23.84
C -18.58 15.92 20.25
C -17.94 15.69 18.87
C -16.70 16.57 18.78
O -17.75 14.36 18.60
H -18.82 16.99 20.34
H -17.99 15.66 21.13
H -19.55 15.41 20.33
H -18.68 16.10 18.15
H -16.84 17.58 19.14
H -16.32 16.57 17.74
H -15.86 16.12 19.33
C -21.12 11.87 20.45
O -20.45 12.50 19.37
C -21.32 12.96 18.36
C -20.53 13.50 17.17
N -19.48 12.56 16.74
C -18.68 13.06 15.62
C -19.40 12.90 14.27
O -18.95 13.71 13.24
C -19.26 15.09 13.39
H -20.37 11.50 21.14
H -21.72 11.04 20.07
H -21.74 12.61 20.97
H -21.99 13.71 18.78
H -21.94 12.11 18.03
H -20.04 14.42 17.53
H -21.26 13.94 16.47
H -20.12 11.88 16.31
H -17.70 12.59 15.49
H -18.43 14.11 15.78
H -20.49 13.01 14.42
H -19.27 11.87 13.91
H -20.32 15.18 13.67
H -18.97 15.61 12.48
H -18.65 15.50 14.20
C -15.33 11.83 18.55
O -16.42 11.39 18.20
N -15.17 13.12 18.95
N -14.16 11.17 18.29
H -16.05 13.62 19.12
H -14.28 13.37 19.35
H -14.19 10.18 18.10
H -13.29 11.50 18.68
C -19.48 9.19 18.94
O -18.92 10.17 18.50
N -19.05 8.60 20.10
N -20.57 8.59 18.37
H -19.46 7.73 20.38
H -18.18 8.91 20.51
H -20.62 7.58 18.37
H -20.85 9.07 17.53
*
```


Entry 8:
C29H32N6O2V | the ωB97M-V functional and the def2-TZVPD basis

## Properties
strongest force on any atom	1.75	eV Å⁻¹
E_tot	-69311.3515	eV
HOMO	-11.4187	eV
gap between HOMO and LUMO	8.4	eV

ORCA input file:
```
! wB97M-V def2-TZVPD RIJCOSX def2/J DEFGRID3
* xyz 1 1
O -1.32 -2.58 1.78
V -0.51 -1.60 0.80
O -1.47 -1.25 -0.38
N 1.24 -1.56 2.29
C 1.52 -2.70 2.92
C 2.60 -2.88 3.76
C 3.41 -1.78 4.02
C 3.08 -0.56 3.46
C 2.01 -0.50 2.59
H 0.89 -3.56 2.69
H 2.84 -3.81 4.25
H 4.31 -1.88 4.62
H 3.65 0.34 3.66
H 1.71 0.43 2.14
N -1.21 0.25 2.05
C -0.90 1.53 1.90
C -1.71 2.57 2.31
C -2.89 2.26 2.97
C -3.22 0.92 3.16
C -2.36 -0.05 2.69
H 0.10 1.75 1.53
H -1.34 3.58 2.21
H -3.56 3.02 3.35
H -4.15 0.63 3.60
H -2.52 -1.09 2.91
N 0.85 2.82 -2.86
C -0.05 1.86 -2.81
C -1.24 1.94 -2.09
C -1.52 3.12 -1.44
C -0.57 4.13 -1.46
C 0.61 3.92 -2.16
H 0.13 0.97 -3.40
H -1.93 1.10 -2.11
H -2.40 3.25 -0.82
H -0.73 5.04 -0.89
H 1.38 4.68 -2.18
N -6.17 2.19 -2.58
C -5.76 0.96 -2.82
C -4.88 0.27 -1.99
C -4.46 0.88 -0.82
C -4.90 2.17 -0.56
C -5.75 2.78 -1.47
H -6.09 0.50 -3.74
H -4.58 -0.76 -2.18
H -3.75 0.36 -0.19
H -4.59 2.71 0.33
H -6.09 3.80 -1.32
N 0.69 -2.91 -0.50
C 0.21 -3.09 -1.74
C 0.88 -3.79 -2.72
C 2.14 -4.28 -2.44
C 2.67 -4.07 -1.18
C 1.91 -3.39 -0.25
H -0.78 -2.70 -1.92
H 0.38 -3.95 -3.67
H 2.68 -4.82 -3.21
H 3.64 -4.47 -0.91
H 2.25 -3.42 0.77
C 4.62 -0.93 -0.27
C 4.51 0.49 -0.79
C 3.23 0.76 -1.58
C 2.03 0.36 -0.83
N 1.07 0.07 -0.28
H 3.80 -1.17 0.42
H 5.55 -1.12 0.25
H 4.55 -1.66 -1.09
H 5.35 0.67 -1.47
H 4.60 1.24 0.00
H 3.21 0.21 -2.52
H 3.10 1.82 -1.79
*
```


Entry 9:
C3H4S2 | the ωB97M-V functional and the def2-TZVPD basis

## Properties
strongest force on any atom	2.10	eV Å⁻¹
E_tot	-24845.5276	eV
HOMO	-8.0481	eV
gap between HOMO and LUMO	8.9	eV
ΔE to the lowest compared entry with this formula, charge and spin	0.114	eV
SMILES string	C1=CSCS1

ORCA input file:
```
! wB97M-V def2-TZVPD RIJCOSX def2/J DEFGRID3
* xyz 0 1
C -0.68 1.06 -0.13
C 0.65 1.05 -0.10
S 1.46 -0.47 -0.44
C 0.01 -1.37 0.16
S -1.45 -0.49 -0.43
H -1.24 1.97 -0.09
H 1.24 1.97 0.00
H 0.02 -2.43 -0.18
H -0.01 -1.30 1.20
*
```


Entry 10:
C38H65CrFN5PSi | the ωB97M-V functional and the def2-TZVPD basis

## Properties
strongest force on any atom	0.52	eV Å⁻¹
E_tot	-96216.7782	eV
HOMO (alpha / beta)	-10.6207 / -10.7444	eV
gap between HOMO and LUMO (alpha / beta)	8.1 / 8.1	eV
<S²>	3.79

ORCA input file:
```
! wB97M-V def2-TZVPD RIJCOSX def2/J DEFGRID3
* xyz 1 4
Cr 0.76 -1.51 -1.71
C 2.34 -2.84 0.22
C 0.96 -3.06 0.82
N -0.01 -2.11 0.18
C -1.34 -2.73 -0.02
C -1.45 -3.37 -1.38
C -2.31 -4.39 -1.72
C -2.29 -4.85 -3.03
C -1.45 -4.28 -3.97
C -0.62 -3.25 -3.56
C 0.32 -2.47 -4.45
N 1.46 -1.96 -3.65
C 2.57 -2.95 -3.52
C 3.23 -2.81 -2.15
N 2.11 -2.87 -1.22
N -0.64 -2.84 -2.29
H 3.03 -3.63 0.53
H 2.74 -1.88 0.55
H 0.93 -2.94 1.90
H 0.63 -4.07 0.56
H -0.17 -1.31 0.81
H -2.09 -1.93 0.06
H -1.56 -3.45 0.77
H -2.96 -4.84 -0.98
H -2.94 -5.66 -3.32
H -1.42 -4.63 -4.99
H -0.22 -1.60 -4.85
H 0.67 -3.08 -5.29
H 1.82 -1.11 -4.09
H 3.27 -2.84 -4.35
H 2.11 -3.94 -3.57
H 3.78 -1.87 -2.07
H 3.93 -3.64 -1.99
H 1.54 -4.01 -1.46
F 1.07 -5.03 -1.66
C -3.57 -0.36 5.08
C -4.15 -0.55 3.69
C -3.44 0.39 2.70
C -1.95 0.58 3.04
C -1.43 -0.67 3.75
C -2.11 -0.84 5.11
P -0.95 0.92 1.52
C 0.65 1.64 2.10
C 1.73 0.55 2.18
C 3.00 1.12 2.80
C 2.78 1.49 4.27
C 1.31 1.84 4.55
C 0.66 2.53 3.36
C -1.72 2.36 0.66
C -1.99 3.61 1.52
C -2.91 4.62 0.80
C -2.73 4.52 -0.71
C -3.20 3.15 -1.21
C -2.97 2.05 -0.16
H -4.16 -0.89 5.83
H -3.62 0.70 5.35
H -5.22 -0.35 3.67
H -4.02 -1.59 3.38
H -3.93 1.36 2.71
H -3.55 0.00 1.68
H -1.86 1.42 3.73
H -0.35 -0.65 3.88
H -1.64 -1.54 3.11
H -1.55 -0.29 5.87
H -2.07 -1.89 5.41
H 0.94 2.27 1.24
H 1.91 0.17 1.17
H 1.39 -0.29 2.78
H 3.29 2.01 2.23
H 3.83 0.42 2.71
H 3.42 2.32 4.54
H 3.07 0.65 4.91
H 1.25 2.49 5.43
H 0.75 0.94 4.81
H 1.21 3.45 3.14
H -0.35 2.85 3.63
H -0.94 2.61 -0.07
H -1.04 4.08 1.78
H -2.46 3.31 2.46
H -2.70 5.62 1.16
H -3.95 4.41 1.06
H -1.68 4.67 -0.95
H -3.28 5.31 -1.22
H -2.68 2.90 -2.13
H -4.26 3.19 -1.45
H -2.90 1.07 -0.65
H -3.84 1.98 0.50
C 4.42 0.21 -0.41
Si 3.28 1.00 -1.68
C 3.10 2.82 -1.28
C 4.09 0.76 -3.38
N 1.68 0.28 -1.61
C 0.68 0.74 -2.44
C 0.85 1.45 -3.66
C -0.20 1.62 -4.52
C -1.47 1.09 -4.26
C -1.68 0.45 -3.07
C -0.63 0.30 -2.15
H 5.25 -0.31 -0.88
H 3.93 -0.48 0.26
H 4.85 0.99 0.22
H 2.92 2.94 -0.21
H 2.28 3.30 -1.81
H 4.02 3.36 -1.52
H 4.64 1.66 -3.67
H 3.39 0.56 -4.19
H 4.82 -0.05 -3.36
H 1.82 1.87 -3.91
H -0.03 2.17 -5.44
H -2.28 1.23 -4.97
H -2.67 0.09 -2.80
H -0.86 0.02 -1.12
*
```